No. 1
C2H3F4N4O2 | ωB97M-V/def2-TZVPD

CARTESIAN COORDINATES (ANGSTROEM)
C 1.21821 -0.16211 -0.62570
C -0.17034 0.55030 -0.28169
N -1.10303 -0.28720 -0.84452
N 1.68936 -0.65747 0.68347
N -0.32613 0.98777 1.02767
N -2.28756 -0.60222 -0.34936
O -2.63025 -0.21718 0.74095
O -3.05231 -1.26453 -1.08657
F 1.18419 -1.98330 0.81918
F 3.09889 -0.95777 0.66925
F 0.77069 1.81874 1.48221
F -0.34796 1.72796 -1.26086
H 1.00327 -0.97641 -1.29252
H 2.02019 0.47643 -0.97398
H -1.06722 1.54697 1.29246

The HOMO-LUMO gap (spin up / spin down) comes out at 4.5 / 6.4 eV. As for the net charge: -1. For the HOMO energy (spin up / spin down), the calculation gives -0.9062 / -4.6817 eV. Its expectation value of S² is 2.01. The multiplicity is 3.

Atom charges from the Mulliken analysis, given in e for atoms 1 to 4: -0.83, 1.07, -0.42, 0.26

No. 2
C4H7N3 | ωB97M-V/def2-TZVPD

CARTESIAN COORDINATES (ANGSTROEM)
C 2.76701 0.22692 0.19755
N 1.49201 -0.52541 0.38144
C 0.40052 0.08280 -0.36520
C -0.81777 -0.41220 -0.38992
C -3.05659 0.03769 -0.01991
N -1.97036 -0.74360 -0.59240
N 1.39049 -1.54697 1.03106
H 3.54441 -0.38986 0.64193
H 2.69996 1.19602 0.70152
H 2.95327 0.38360 -0.86977
H 0.60265 0.95272 -0.97929
H -3.93841 -0.58415 0.09572
H -2.78889 0.51147 0.93034
H -3.27831 0.81097 -0.76307

The HOMO-LUMO gap comes out at 8.6 eV. As for the net charge: 0. For the HOMO energy, the calculation gives -7.8402 eV.

Atom charges from the Mulliken analysis, given in e for atoms 1 to 4: -0.85, 0.59, -0.45, 0.47

No. 3
C2H4NP | ωB97M-V/def2-TZVPD

CARTESIAN COORDINATES (ANGSTROEM)
H -2.31179 -1.16970 0.81017
N -1.29860 -1.08382 0.74966
C -0.86417 -0.08135 0.13687
C 0.70264 0.09024 0.04161
P 1.27544 1.25847 -1.01419
H 2.64189 0.92463 -0.93487
H -1.42290 0.73986 -0.32153
H 1.27750 -0.67834 0.53230

The HOMO-LUMO gap comes out at 9.4 eV. As for the net charge: 0. For the HOMO energy, the calculation gives -9.7093 eV. As for the SMILES: [H]/N=C/C=P/[H].

Atom charges from the Mulliken analysis, given in e for atoms 1 to 4: 0.25, -0.54, -0.10, -0.18

No. 4
C17H23O2Ti | ωB97M-V/def2-TZVPD

CARTESIAN COORDINATES (ANGSTROEM)
Ti 0.12452 0.23211 0.86053
C 1.86677 0.54322 2.39891
C 2.33521 -0.32920 1.36452
C 2.38391 0.42240 0.14116
H 2.67507 -1.35573 1.50483
C 1.91582 1.74668 0.41766
C 1.61918 1.82101 1.81203
H 1.34418 2.72396 2.35917
H 1.82484 0.29124 3.45932
H 2.82128 0.09290 -0.80297
H 1.89300 2.56662 -0.30485
C -1.99651 0.27293 1.75000
C -1.36303 1.49027 2.19102
C -1.11495 2.30046 1.03177
H -1.19871 1.76964 3.23309
C -1.60721 1.60715 -0.11821
C -2.16046 0.35677 0.32300
H -2.72511 -0.34507 -0.29464
H -2.40295 -0.51021 2.38467
H -0.69801 3.30910 1.01756
H -1.67822 2.01136 -1.13052
O 0.14096 -1.17217 -0.24280
C -0.27752 -0.11949 -3.24367
C 0.37071 -1.38626 -2.83220
C 0.50442 1.12332 -3.27491
C -1.74807 -0.09073 -3.34981
C 0.48440 -1.98016 -1.35571
H 1.40816 -1.36453 -3.20273
H -0.11618 -2.19856 -3.39871
H -0.12940 -2.88779 -1.29368
H 1.53034 -2.28535 -1.20777
H 0.49283 1.56549 -4.28345
H 1.55072 0.94979 -2.99180
H 0.10574 1.88783 -2.58524
H -2.08110 -0.32083 -4.37568
H -2.15768 0.89519 -3.09511
H -2.21985 -0.83368 -2.68840
C -0.22623 -1.91599 3.71437
C -0.34601 -2.20630 2.27154
O -0.55536 -3.18467 1.64105
H 0.73168 -2.32418 4.08885
H -1.09301 -2.34651 4.25309
H -0.22817 -0.82202 3.85472

The HOMO-LUMO gap (spin up / spin down) comes out at 2.4 / 2.4 eV. As for the net charge: -2. For the HOMO energy (spin up / spin down), the calculation gives 2.3987 / 2.3348 eV. Its expectation value of S² is 0.76. The multiplicity is 2.

Atom charges from the Mulliken analysis, given in e for atoms 1 to 4: -0.23, -0.17, -0.65, -0.40

No. 5
C8H13N5 | ωB97M-V/def2-TZVPD

CARTESIAN COORDINATES (ANGSTROEM)
C 1.73437 -1.39102 0.35292
C 1.34067 -0.02326 0.47241
N 2.27541 0.89657 0.65594
N 0.02150 0.32922 0.22480
C -0.21446 1.61208 -0.09822
N 0.61800 2.31771 -0.82418
C -1.62201 2.22085 0.08018
N -2.43456 1.54212 0.72482
C -2.31675 0.24038 1.08802
N -3.50032 -0.28694 0.33276
C -3.17652 -1.02320 -0.62540
C -1.71103 -1.18658 -0.78247
C -1.07374 -0.58389 0.45780
H 1.90592 -1.76201 1.28592
H 1.06169 -2.09827 -0.22853
H 2.67763 -1.55811 -0.31601
H 3.28099 0.63797 0.85350
H 1.99086 1.86782 0.58664
H 0.52472 3.22702 -1.14295
H 1.30051 1.77578 -1.38854
H -1.75766 3.20415 -0.09162
H -2.61417 0.04066 2.07710
H -3.93442 -1.54740 -1.11420
H -1.37618 -2.21034 -1.07401
H -1.44915 -0.41849 -1.54110
H -0.85744 -1.34958 1.29679

The HOMO-LUMO gap comes out at 6.9 eV. As for the net charge: +2. For the HOMO energy, the calculation gives -16.8477 eV. As for the SMILES: CC(=[NH2+])N1C(=[NH2+])C=N[C@H]2N=CC[C@H]21.

Atom charges from the Mulliken analysis, given in e for atoms 1 to 4: -1.41, 0.88, -0.27, 0.21

No. 6
C6H8Si | ωB97M-V/def2-TZVPD

CARTESIAN COORDINATES (ANGSTROEM)
C 2.71671 1.55071 -1.34642
C 2.24632 -3.31151 0.48670
C 2.42877 0.79757 -0.47598
C 2.23074 -2.09997 0.54021
C -1.08674 1.79227 -0.06074
C -1.11930 0.27580 -0.28253
Si 1.79523 -0.34035 0.79783
H 2.83274 2.21587 -2.16810
H 2.39433 -4.31607 0.40185
H -0.34004 2.26475 -0.66533
H -2.00643 2.42144 -0.18627
H -0.90531 1.99398 1.03820
H -1.08124 -0.25060 -1.28198
H -1.76707 -0.34642 0.35992
H 2.05287 0.53429 1.96939

The HOMO-LUMO gap (spin up / spin down) comes out at 7.6 / 7.5 eV. As for the net charge: 0. For the HOMO energy (spin up / spin down), the calculation gives -8.2689 / -7.4228 eV.

Atom charges from the Mulliken analysis, given in e for atoms 1 to 4: 0.27, 0.23, -0.67, -0.71

No. 7
C4H5NO | ωB97M-V/def2-TZVPD

CARTESIAN COORDINATES (ANGSTROEM)
C -1.41262 0.18206 -0.20061
C 0.48918 -1.17550 -0.72023
O 1.57598 -0.44588 -0.90024
C 1.69577 0.50621 0.15089
N 0.75449 0.51539 0.97797
C -0.18087 -0.49187 0.45499
H -1.15072 1.20929 -0.47308
H -2.27669 0.19099 0.46418
H -1.66867 -0.36996 -1.10869
H 2.58755 1.11859 0.10823
H -0.47588 -1.18261 1.24975

The HOMO-LUMO gap comes out at 9.7 eV. As for the net charge: 0. For the HOMO energy, the calculation gives -9.2560 eV.

Atom charges from the Mulliken analysis, given in e for atoms 1 to 4: -1.15, -0.37, -0.17, 0.01

No. 8
C6H10O | ωB97M-V/def2-TZVPD

CARTESIAN COORDINATES (ANGSTROEM)
C 1.70545 -0.61257 -0.23959
C 0.73021 0.32167 0.44668
C 0.03556 1.40909 -0.41789
C -1.31574 0.96207 0.13854
O -1.97766 -0.02266 -0.68987
C -1.58535 -1.04820 0.11861
C -0.66663 -0.17508 0.96326
H 2.00578 -1.43779 0.41544
H 2.60611 -0.05853 -0.52964
H 1.26985 -1.04774 -1.14585
H 1.22689 0.79264 1.30275
H 0.30964 2.43779 -0.16578
H 0.11944 1.27016 -1.49999
H -2.03294 1.68834 0.52248
H -0.40705 -2.05625 -0.84525
H -1.25994 -2.11636 -0.41653
H -0.76362 -0.30657 2.04263

The HOMO-LUMO gap comes out at 8.6 eV. As for the net charge: 0. For the HOMO energy, the calculation gives -7.7934 eV.

Atom charges from the Mulliken analysis, given in e for atoms 1 to 4: -1.56, 0.34, -1.05, 0.28

No. 9
C11H18N4 | ωB97M-V/def2-TZVPD

CARTESIAN COORDINATES (ANGSTROEM)
C -0.36851 2.01609 3.55004
C -2.71534 -1.01670 -0.67371
C -0.44939 0.95695 2.64757
C -2.08437 0.09545 -0.19069
C 0.95603 2.49800 1.87889
C -0.54494 -1.48940 -0.27788
C 0.60986 0.49991 -2.33407
C 2.23790 -0.40377 0.62879
C -1.64675 -3.34503 -1.22631
C 0.67708 1.37209 -1.05766
C 0.40440 0.69176 0.29292
N 0.52497 2.88605 3.05382
N -1.68714 -1.98213 -0.66764
N 0.29412 1.36458 1.53794
N -0.72659 -0.20201 0.07780
H -0.90546 2.05769 4.51802
H -3.74429 -1.25180 -0.97230
H -1.07729 0.08241 2.76406
H -2.53354 1.05861 -0.00257
H 1.43256 3.21951 1.22376
H 0.31324 -2.11015 -0.18811
H 1.56815 0.53934 -2.86782
H 0.34057 -0.52453 -2.22162
H -0.21187 0.92060 -3.15664
H 2.52973 -0.52477 -0.39323
H 2.93246 0.25380 1.11529
H 1.97246 -1.36632 1.11475
H -1.56532 -3.07535 -2.29621
H -0.67391 -3.84194 -0.94252
H -2.42430 -4.04278 -0.79402
H 1.66213 1.86332 -0.77798
H -0.06400 2.17440 -1.09880
H 0.71352 3.75647 3.56970

The HOMO-LUMO gap comes out at 9.7 eV. As for the net charge: +2. For the HOMO energy, the calculation gives -16.6237 eV.

Atom charges from the Mulliken analysis, given in e for atoms 1 to 4: -0.45, -0.59, -0.35, -0.39